(1)
Entry from OMol25: 2 unconnected molecules or ions with the total composition C4H8N2O (ωB97M-V/def2-TZVPD).

The calculation puts the relative energy (zero: lowest compared OMol25 entry of this formula, charge and spin) at 95.5 kcal/mol. Its gap between HOMO and LUMO is 9.66 eV. As for the spin multiplicity: 1.

Each line ends with the Mulliken charge.
Element x y z (Å)
O  2.58557  -1.22167  -0.26691  -0.593
N  0.72045  -2.27021  0.90372  -0.667
N  -0.60246  0.93164  0.23222  -0.297
C  1.97514  -0.17594  -0.58874  -0.153
C  0.05284  -1.42143  0.37741  0.672
C  -0.20457  -0.29136  -0.36483  -0.768
C  -2.04011  1.21384  0.23554  -0.882
H  -0.23805  0.98169  1.17549  0.290
H  1.94267  0.67765  0.09052  0.308
H  -0.58602  -0.42079  -1.37617  0.458
H  1.88176  0.06918  -1.64531  0.313
H  -2.39975  1.34808  -0.79028  0.304
H  -2.65175  0.43321  0.71522  0.305
H  1.78221  -2.00845  0.53507  0.384
H  -2.21791  2.15456  0.76707  0.328

***

(2)
Entry from OMol25: 16 unconnected molecules or ions with the total composition C28H92N28O16 (ωB97M-V/def2-TZVPD).

The calculation puts the relative energy (zero: lowest compared OMol25 entry of this formula, charge and spin) at 278.4 kcal/mol. Its gap between HOMO and LUMO is 8.73 eV. As for the spin multiplicity: 1.

Each line ends with the Mulliken charge.
Element x y z (Å)
O  1.49330  1.81450  4.83173  -0.807
O  -4.31397  1.59054  3.91764  -0.982
O  2.43522  3.47249  0.04144  -0.784
O  0.97066  -2.63568  3.42239  -0.828
O  -6.39762  -1.63334  -0.27700  -0.592
O  2.67403  1.61167  -4.01659  -0.745
O  -1.93447  3.80169  -2.51314  -0.597
O  5.05235  -3.95357  -1.12022  -0.003
O  -7.18092  1.85871  0.34671  -0.720
O  -4.83750  5.43242  0.26438  -0.677
O  -0.87658  -2.73973  -3.41748  -0.510
O  -2.94358  -2.89737  5.90303  -0.685
O  -4.71210  1.50180  -3.89529  -0.728
O  6.74856  2.87251  1.48057  -0.333
O  0.55700  -0.27631  -0.50664  1.066
O  4.38744  -2.12349  -6.26571  -0.659
N  4.71941  1.11193  2.24894  -0.285
N  1.39073  -4.10522  1.81482  -0.202
N  2.51992  1.65034  -1.16662  1.097
N  0.06148  0.07274  4.41476  -0.046
N  -6.44833  1.19068  -2.61348  -0.315
N  -3.75560  6.19960  1.94128  -0.402
N  -2.50811  0.07599  1.30239  1.199
N  -2.52870  2.90344  3.56039  -0.068
N  -3.97610  3.33789  5.16897  -0.463
N  3.80960  -6.09400  1.49213  -0.597
N  0.48477  1.49168  -3.53752  0.294
N  -2.78419  4.70807  0.65456  0.043
N  -6.07701  -2.86581  1.53585  -0.369
N  -1.35906  5.96042  -2.70494  -0.442
N  -3.10872  -0.68241  6.16702  -0.335
N  -3.41253  -1.49915  4.26949  -0.063
N  -0.04899  4.41319  -1.67072  0.114
N  -4.45607  -2.61254  0.12920  -0.512
N  -5.76794  2.68080  1.85180  -0.017
N  2.67389  -3.94250  3.57804  -0.307
N  2.11031  -0.26264  4.09159  -0.218
N  -5.87219  0.66334  1.61207  0.080
N  4.59326  -1.00882  -4.35051  -0.242
N  4.05113  -3.20002  -4.29198  -0.266
N  -3.96939  -1.22885  -2.22980  -0.041
N  -4.78339  2.30983  -1.75356  0.067
N  1.12255  2.62770  -5.21270  -0.469
N  3.81244  3.27794  -1.76087  -0.274
C  1.63009  -3.51479  2.97064  0.440
C  -3.23974  -2.06010  -3.11169  0.132
C  0.17351  -2.07630  -4.15111  -0.365
C  -5.25690  1.66988  -2.80849  0.457
C  4.33835  -2.12672  -5.07915  0.610
C  6.64394  3.87352  0.45888  -0.376
C  -1.67830  1.74187  -0.19905  0.105
C  6.11589  -4.59958  -1.91459  -1.009
C  4.87639  -4.46529  0.16143  -0.524
C  2.78878  -5.60740  -0.55489  -1.961
C  1.64288  -1.29615  -0.43806  -1.227
C  -0.27816  -0.17791  0.67225  -1.849
C  2.91658  2.85364  -0.88937  0.505
C  -5.66977  -2.29490  0.41114  0.394
C  -6.32845  1.76165  1.15548  0.240
C  -3.81987  5.43761  0.87496  0.480
C  -3.09654  -1.80521  5.46316  0.621
C  5.92887  -0.78261  1.37103  -1.220
C  -3.61652  2.48727  4.24568  0.841
C  6.65134  1.55376  0.91098  -0.819
C  -1.71951  -1.79083  -2.77937  0.317
C  1.47078  1.89146  -4.21564  0.802
C  -1.61757  0.37818  0.27671  2.381
C  -3.48525  -1.71713  -4.56600  -1.485
C  4.11518  -5.76365  0.14077  0.797
C  -1.09584  4.69789  -2.36844  0.567
C  1.23654  0.62028  4.49263  0.578
C  6.02960  0.53702  1.97068  0.307
H  7.69621  1.32234  0.70411  0.454
H  -1.22978  1.87087  -1.18408  -0.436
H  -3.38975  0.56614  1.25182  -0.465
H  -0.41838  1.73825  -3.91651  0.072
H  1.23580  -2.29375  -0.60295  0.338
H  4.14491  2.70840  -2.52585  0.108
H  3.19105  -4.55810  2.96674  0.164
H  -4.53540  -1.97215  -4.70834  0.422
H  1.61920  -5.05923  1.57448  0.265
H  2.02302  2.94524  -5.54196  0.271
H  2.25993  -1.33169  -1.33589  0.143
H  0.33800  3.48485  -1.76301  -0.164
H  6.52382  4.86542  0.89454  0.368
H  -2.28256  6.32538  -2.88943  0.262
H  4.85156  2.10673  2.36296  0.306
H  7.40675  3.94186  -0.31672  0.335
H  0.15348  0.54425  1.36527  0.061
H  -3.70639  -2.71539  0.79815  0.248
H  -4.18564  -2.18415  -0.74456  0.321
H  -2.78604  4.23288  -0.23667  -0.146
H  6.89343  -1.08326  0.96198  0.436
H  -1.76172  2.54446  0.53375  0.037
H  0.87338  -1.54482  -3.50628  -0.059
H  -0.73965  0.52566  4.83088  0.059
H  -3.61971  0.06687  5.72254  0.234
H  4.44688  -1.17883  -3.36574  0.023
H  -0.00667  -0.81809  3.94372  0.176
H  -3.45361  -2.25170  3.59713  0.054
H  -2.88870  -0.85912  1.27403  -0.457
H  -3.90524  2.77694  -1.92895  0.037
H  6.69911  0.56772  2.83028  0.334
H  -4.91876  -1.57159  -2.19349  0.499
H  -5.48622  -3.67101  1.68655  0.219
H  4.27977  4.13287  -1.49478  0.299
H  7.07548  -4.46001  -1.41680  0.339
H  -3.95385  -0.28802  -2.59682  -0.531
H  -0.29075  -1.48317  -4.93900  0.323
H  -3.38394  4.07694  5.52006  0.142
H  2.85353  1.21955  -2.01705  -0.504
H  -5.42646  2.42275  -0.98297  -0.034
H  -1.91792  4.86351  1.15006  0.183
H  -1.59793  -0.71510  -2.90629  -0.038
H  0.18903  2.85837  -5.52165  0.189
H  -2.67934  2.02063  -0.52815  0.325
H  -6.85789  0.98562  -1.71331  0.205
H  -6.71588  0.61643  -3.40010  0.264
H  0.79695  -2.90602  -4.48427  0.227
H  -4.44419  6.93617  1.88289  0.248
H  -1.90278  -0.31455  -0.51506  -1.614
H  -3.53416  -3.09096  -2.91488  0.680
H  -6.97742  -2.67865  1.95338  0.263
H  2.89023  -5.50856  -1.63564  0.373
H  2.92724  -3.61421  4.49898  0.235
H  -2.79221  -2.22528  -5.23650  0.377
H  5.67234  3.86872  -0.03516  -0.144
H  -6.08237  -0.28873  1.34846  -0.014
H  2.16525  -6.49470  -0.44525  0.478
H  4.71916  -0.08244  -4.73271  0.179
H  -2.96628  6.27886  2.56642  0.142
H  5.93748  -5.67482  -1.90336  0.340
H  6.40695  -4.14706  -2.86255  0.353
H  1.64747  -1.13217  3.86846  0.320
H  0.59765  -3.60848  1.43486  0.049
H  6.04697  1.39029  0.01873  0.333
H  5.84034  -4.55390  0.66250  0.458
H  -3.25126  -0.55217  3.95752  -0.083
H  0.40152  5.09510  -1.07730  0.173
H  -2.75261  -0.78791  7.10625  0.195
H  -5.92758  3.67093  1.73239  0.218
H  -5.45159  0.91646  2.49476  0.147
H  -1.44420  -1.88760  -1.72916  -0.170
H  -3.32554  -0.65296  -4.73959  0.241
H  4.40046  -3.99299  -4.81089  0.300
H  4.21569  1.00326  1.38028  -0.147
H  2.27583  -4.64633  -0.51871  0.385
H  5.64290  -1.48279  2.15594  0.378
H  1.82420  1.17022  -0.61385  -0.396
H  -0.62544  6.64570  -2.59405  0.157
H  -4.81546  3.06004  5.65721  0.294
H  -5.23208  2.45761  2.67833  0.079
H  4.20785  -3.00806  -3.31286  0.050
H  4.64834  -6.62520  1.67774  0.282
H  0.58570  1.01584  -2.65237  -0.539
H  -0.42358  -1.09917  1.23637  0.447
H  4.71650  -6.51803  -0.36660  0.467
H  -2.17744  3.77817  3.92310  0.129
H  4.19489  -3.77240  0.65496  -0.305
H  2.99531  -6.68395  1.58693  0.200
H  3.08113  0.00464  4.01304  0.160
H  5.22707  -0.88397  0.54320  0.080
H  -2.14077  2.36562  2.79857  -0.244
H  2.31370  -1.33046  0.42038  0.421

***

(3)
Entry from OMol25: a molecular structure, BrCaO4PZn (ωB97M-V/def2-TZVPD).

Its gap between HOMO and LUMO is 2.05 eV. As for the spin multiplicity: 1.

Each line ends with the Mulliken charge.
Element x y z (Å)
Br  15.58486  -4.90119  -10.68656  -0.411
Zn  17.74902  -3.34331  -10.95753  -0.034
Ca  15.71269  -6.61531  -8.34666  1.315
P  12.83125  -7.47222  -8.26141  0.961
O  12.71691  -9.00527  -8.38228  -0.382
O  13.52522  -6.83080  -9.47259  -0.516
O  11.33127  -7.04408  -8.17015  -0.317
O  13.32344  -6.96430  -6.93075  -0.616

***

(4)
Entry from OMol25: a molecular structure, C10H17N2O8P2Rh (ωB97M-V/def2-TZVPD).

The calculation puts the relative energy (zero: lowest compared OMol25 entry of this formula, charge and spin) at 7.8 kcal/mol. Its net charge is +2. Its gap between HOMO and LUMO (alpha / beta) is 5.23 / 5.62 eV. As for the spin multiplicity: 1.

Each line ends with the Mulliken charge.
Element x y z (Å)
Rh  -0.37531  0.15236  -0.77388  0.628
P  1.90531  0.59816  -2.17693  1.301
P  1.88230  -1.96493  -0.76237  1.203
O  1.72663  1.07744  -0.75566  -0.513
O  2.53645  -3.38683  -0.65805  -0.501
O  2.61479  -1.71958  -3.29301  -0.585
O  -1.84775  1.67192  -0.61299  -0.687
O  2.17698  -1.27611  0.61317  -0.416
O  0.62950  0.17548  -2.83141  -0.730
O  0.42556  -1.98736  -1.02762  -0.654
O  2.78934  1.49371  -3.09631  -0.491
N  -2.01385  2.56577  1.44645  -0.007
N  -1.23444  -0.64876  1.17709  0.213
C  -3.24203  3.56969  -0.39375  -1.119
C  -1.64141  0.22125  2.10324  0.998
C  -3.02260  -1.46806  3.09076  -0.325
C  -2.54292  -0.16638  3.08662  -0.800
C  2.84686  -1.08509  -2.11693  1.093
C  -1.07638  1.62752  2.03798  -1.422
C  -2.57667  -2.35916  2.12768  -0.839
C  4.31213  -0.96004  -1.82374  -1.732
C  -2.31564  2.54003  0.14913  0.627
C  -1.66770  -1.90305  1.18614  -0.099
H  4.84939  -0.66549  -2.72738  0.394
H  3.37241  2.15967  -2.72328  0.380
H  -3.72687  -1.79120  3.84181  0.448
H  -1.27002  -2.55941  0.42237  0.538
H  4.72281  -1.92806  -1.52466  0.421
H  2.99834  -1.48510  1.06986  0.339
H  1.69909  -1.59986  -3.61044  0.383
H  -0.82998  1.97819  3.03911  0.663
H  -2.85789  0.54300  3.83564  0.475
H  -2.91215  -3.38360  2.09821  0.453
H  -2.43019  3.27365  2.03826  0.291
H  2.15492  -4.11585  -1.15679  0.378
H  -0.15508  1.59594  1.42516  0.242
H  -2.70020  4.16254  -1.12943  0.329
H  -4.04275  3.06915  -0.93519  0.337
H  -3.65586  4.21794  0.37116  0.341
H  4.49487  -0.23949  -1.02998  0.443

***

One value per record, in order, for max |F|: 1.07, 7.46, 2.91, 4.65 eV Å⁻¹.